P | Computed, not measured: 11 unconnected molecules or ions with the total composition C54H124N6O11, with ωB97M-V/def2-TZVPD.

frontier orbital gap = 8.5 eV
charge = 0
molar mass = 1033.6 g mol⁻¹
SMILES = CC1(C)CCCC(C)(C)N1O.CC1(C)CCCC(C)(C)N1O.CC1(C)CCCC(C)(C)N1O.CC1(C)CCCC(C)(C)N1O.CC1(C)CCCC(C)(C)N1O.CC1(C)CCCC(C)(C)N1O.O.O.O.O.O
LUMO energy = 0.3480 eV
E_HOMO = -8.14 eV

```
195
C54H124N6O11 ωB97M-V/def2-TZVPD
C 16.774 -19.757 -16.101
C 15.852 -18.521 -16.345
C 15.307 -18.038 -14.905
C 16.734 -17.372 -16.974
C 16.710 -17.330 -18.544
C 15.338 -17.574 -19.029
C 14.651 -18.876 -18.600
C 13.225 -18.797 -19.155
C 15.359 -20.069 -19.441
N 14.631 -18.840 -17.109
O 13.984 -19.968 -16.643
H 16.946 -20.232 -17.068
H 17.758 -19.462 -15.736
H 16.356 -20.473 -15.394
H 16.097 -17.550 -14.333
H 14.584 -17.227 -14.816
H 15.016 -18.829 -14.214
H 16.593 -16.409 -16.483
H 17.776 -17.593 -16.743
H 17.040 -16.349 -18.884
H 17.409 -18.053 -18.965
H 15.262 -17.513 -20.115
H 14.723 -16.708 -18.785
H 13.180 -18.620 -20.230
H 12.795 -17.957 -18.611
H 12.663 -19.684 -18.862
H 14.968 -20.985 -18.998
H 16.436 -20.135 -19.285
H 14.966 -20.084 -20.457
H 13.248 -19.551 -16.189
C 18.158 -12.955 -28.127
C 19.344 -13.949 -28.072
C 20.313 -13.767 -29.244
C 20.005 -13.660 -26.764
C 20.962 -14.748 -26.255
C 20.176 -16.079 -26.216
C 19.521 -16.518 -27.534
C 20.647 -17.014 -28.516
C 18.562 -17.559 -27.249
N 18.798 -15.337 -28.090
O 18.192 -15.543 -29.320
H 17.373 -13.320 -27.464
H 18.520 -11.953 -27.894
H 17.709 -12.851 -29.114
H 21.242 -14.329 -29.142
H 19.922 -14.106 -30.204
H 20.576 -12.714 -29.344
H 20.704 -12.856 -26.996
H 19.358 -13.332 -25.951
H 21.721 -14.832 -27.033
H 21.442 -14.532 -25.301
H 19.420 -15.922 -25.447
H 20.847 -16.850 -25.836
H 20.276 -17.098 -29.537
H 20.984 -18.018 -28.260
H 21.522 -16.373 -28.622
H 18.013 -17.910 -28.123
H 17.731 -17.254 -26.614
H 18.894 -18.491 -26.790
H 17.306 -15.189 -29.219
C 17.185 -23.722 -33.414
C 17.430 -25.166 -32.821
C 18.868 -25.257 -32.459
C 16.635 -25.312 -31.466
C 16.379 -26.769 -30.899
C 15.907 -27.651 -32.059
C 16.780 -27.596 -33.370
C 18.110 -28.419 -33.214
C 15.782 -28.115 -34.434
N 16.961 -26.163 -33.805
O 17.621 -26.096 -35.050
H 17.673 -23.454 -34.351
H 16.133 -23.503 -33.598
H 17.380 -22.904 -32.720
H 19.192 -26.230 -32.090
H 19.336 -25.093 -33.430
H 19.201 -24.499 -31.750
H 17.190 -24.786 -30.690
H 15.673 -24.809 -31.553
H 17.255 -27.167 -30.387
H 15.539 -26.757 -30.204
H 14.855 -27.387 -32.173
H 15.825 -28.650 -31.632
H 18.788 -28.185 -32.393
H 18.765 -28.466 -34.085
H 17.836 -29.463 -33.061
H 15.554 -29.159 -34.220
H 16.143 -28.038 -35.460
H 14.924 -27.462 -34.590
H 18.361 -26.658 -34.809
C 8.199 -16.040 -28.124
C 8.611 -16.549 -26.738
C 9.682 -17.604 -26.946
C 9.203 -15.458 -25.841
C 8.140 -14.492 -25.236
C 7.040 -15.266 -24.425
C 6.494 -16.513 -25.101
C 5.954 -17.379 -23.960
C 5.200 -16.138 -25.934
N 7.541 -17.255 -25.894
O 6.927 -18.419 -26.374
H 7.805 -16.806 -28.792
H 7.398 -15.314 -27.984
H 9.055 -15.674 -28.691
H 10.087 -17.997 -26.013
H 9.287 -18.475 -27.467
H 10.463 -17.073 -27.492
H 9.696 -16.082 -25.097
H 9.845 -14.866 -26.494
H 8.525 -13.697 -24.598
H 7.580 -14.006 -26.035
H 6.267 -14.543 -24.167
H 7.546 -15.560 -23.505
H 6.772 -17.768 -23.354
H 5.312 -18.168 -24.352
H 5.200 -16.839 -23.386
H 4.587 -16.947 -26.332
H 5.472 -15.631 -26.860
H 4.475 -15.516 -25.407
H 7.427 -19.092 -25.907
C 33.757 -16.788 -26.390
C 33.003 -17.124 -27.713
C 33.943 -17.455 -28.888
C 32.105 -18.334 -27.511
C 30.782 -18.061 -26.726
C 30.014 -16.904 -27.314
C 30.921 -15.678 -27.547
C 30.006 -14.716 -28.442
C 31.042 -14.962 -26.079
N 32.215 -16.001 -28.202
O 33.046 -14.874 -28.471
H 33.263 -17.254 -25.537
H 34.778 -17.164 -26.445
H 33.823 -15.719 -26.190
H 34.759 -16.762 -29.091
H 34.485 -18.391 -28.757
H 33.294 -17.609 -29.751
H 31.940 -18.836 -28.464
H 32.698 -19.115 -27.036
H 30.211 -18.983 -26.617
H 30.922 -17.757 -25.688
H 29.157 -16.690 -26.676
H 29.545 -17.165 -28.263
H 30.410 -13.710 -28.559
H 29.102 -14.470 -27.885
H 29.842 -15.072 -29.459
H 30.129 -14.675 -25.557
H 31.676 -14.077 -26.132
H 31.623 -15.604 -25.416
H 33.456 -14.556 -27.664
C 22.693 -25.457 -23.949
C 23.030 -25.292 -22.459
C 22.939 -23.861 -22.032
C 21.946 -26.122 -21.749
C 22.222 -26.635 -20.322
C 23.606 -27.279 -20.322
C 24.762 -26.351 -20.846
C 25.012 -25.295 -19.809
C 26.017 -27.167 -21.040
N 24.348 -25.849 -22.207
O 25.343 -25.060 -22.858
H 21.682 -25.099 -24.141
H 23.262 -24.916 -24.706
H 22.573 -26.476 -24.314
H 22.001 -23.427 -22.379
H 23.046 -23.672 -20.964
H 23.708 -23.243 -22.495
H 21.107 -25.433 -21.655
H 21.437 -26.799 -22.435
H 22.187 -25.743 -19.695
H 21.502 -27.365 -19.952
H 23.513 -28.218 -20.867
H 23.672 -27.426 -19.244
H 24.159 -24.921 -19.244
H 25.426 -24.387 -20.248
H 25.628 -25.740 -19.028
H 26.071 -27.700 -21.989
H 26.262 -27.742 -20.146
H 26.925 -26.584 -21.199
H 25.483 -25.647 -23.605
O 12.382 -7.127 -28.222
H 12.775 -7.436 -29.039
H 11.476 -7.433 -28.261
O 21.469 -5.163 -25.926
H 20.891 -5.142 -26.689
H 22.350 -5.070 -26.290
O 16.927 -10.766 -35.479
H 16.685 -11.500 -36.044
H 16.287 -10.790 -34.768
O 19.982 -5.591 -30.452
H 20.721 -5.898 -30.977
H 19.294 -5.407 -31.091
O 19.648 -16.137 -35.666
H 19.255 -16.098 -34.794
H 18.923 -16.371 -36.246
```

Results of the Mulliken charge analysis, in e, for atoms 1 through 5: atom 1 (C): -1.572, atom 2 (C): 1.474, atom 3 (C): -1.917, atom 4 (C): -1.125, atom 5 (C): -0.630



Q | Computed, not measured: 11 unconnected molecules or ions with the total composition C54H124N6O11, with ωB97M-V/def2-TZVPD.

frontier orbital gap = 7.7 eV
charge = 0
molar mass = 1033.6 g mol⁻¹
SMILES = CC1(C)CCCC(C)(C)N1O.CC1(C)CCCC(C)(C)N1O.CC1(C)CCCC(C)(C)N1O.CC1(C)CCCC(C)(C)N1O.CC1(C)CCCC(C)(C)N1O.CC1(C)CCCC(C)(C)N1O.O.O.O.O.O
LUMO energy = 0.2053 eV
E_HOMO = -7.51 eV

```
195
C54H124N6O11 ωB97M-V/def2-TZVPD
C -2.362 -7.212 -3.335
C -1.580 -8.236 -2.496
C -2.391 -9.378 -1.951
C -0.538 -8.700 -3.536
C 0.521 -9.599 -2.994
C 1.327 -8.856 -1.841
C 0.301 -8.195 -0.791
C -0.107 -9.321 0.217
C 1.113 -7.050 -0.026
N -0.891 -7.559 -1.416
O -1.757 -6.857 -0.533
H -1.696 -6.409 -3.651
H -2.638 -7.654 -4.293
H -3.259 -6.818 -2.858
H -2.820 -10.052 -2.694
H -1.739 -10.053 -1.397
H -3.081 -8.936 -1.233
H -1.146 -9.392 -4.120
H -0.135 -7.968 -4.236
H 0.181 -10.564 -2.619
H 1.256 -9.696 -3.793
H 1.903 -8.060 -2.312
H 1.964 -9.536 -1.274
H 0.293 -10.285 -0.097
H -1.138 -9.236 0.561
H 0.530 -9.205 1.093
H 2.171 -7.294 -0.123
H 0.815 -7.091 1.021
H 0.919 -6.155 -0.616
H -1.694 -5.966 -0.883
C 2.380 4.674 2.875
C 0.810 4.815 3.046
C 0.048 5.072 1.665
C 0.507 3.355 3.500
C -0.830 3.181 4.185
C -1.129 4.242 5.278
C -0.821 5.677 4.909
C -2.099 6.080 4.009
C -0.929 6.442 6.270
N 0.494 5.750 4.154
O 0.728 6.999 3.689
H 2.801 3.783 2.410
H 2.757 5.487 2.253
H 2.768 4.650 3.894
H -0.984 4.731 1.588
H -0.043 6.114 1.357
H 0.661 4.632 0.878
H 0.443 2.723 2.614
H 1.221 2.920 4.198
H -1.691 2.989 3.545
H -0.775 2.162 4.567
H -0.506 3.977 6.132
H -2.139 4.042 5.637
H -2.264 5.436 3.145
H -2.023 7.074 3.569
H -3.038 6.083 4.561
H -0.861 7.526 6.182
H -0.143 6.067 6.925
H -1.876 6.126 6.708
H 1.538 7.282 4.120
C -5.491 1.676 0.294
C -5.270 2.968 0.895
C -5.076 2.777 2.388
C -3.968 3.483 0.288
C -3.703 5.024 0.410
C -4.906 5.712 -0.147
C -6.220 5.418 0.621
C -6.246 6.009 2.088
C -7.321 6.081 -0.286
N -6.379 3.935 0.602
O -7.591 3.457 1.024
H -5.700 1.647 -0.775
H -4.607 1.068 0.486
H -6.337 1.217 0.806
H -4.389 3.464 2.882
H -5.948 2.695 3.038
H -4.465 1.897 2.590
H -3.154 2.860 0.658
H -3.911 3.415 -0.799
H -3.652 5.235 1.478
H -2.860 5.373 -0.187
H -5.137 5.273 -1.117
H -4.727 6.783 -0.243
H -6.245 7.099 2.090
H -5.374 5.640 2.628
H -7.042 5.581 2.697
H -7.152 5.858 -1.339
H -7.132 7.155 -0.267
H -8.333 5.876 0.063
H -8.114 3.423 0.220
C 3.388 0.212 -7.261
C 2.627 0.061 -5.924
C 1.266 -0.586 -6.270
C 3.345 -0.941 -5.032
C 4.530 -0.373 -4.220
C 4.069 0.795 -3.377
C 3.379 1.931 -4.337
C 2.633 2.849 -3.339
C 4.405 2.677 -5.080
N 2.337 1.362 -5.264
O 1.562 2.230 -6.049
H 4.325 0.757 -7.142
H 3.748 -0.731 -7.672
H 2.815 0.647 -8.080
H 0.535 -0.491 -5.467
H 0.740 -0.267 -7.170
H 1.303 -1.639 -6.547
H 2.663 -1.361 -4.293
H 3.743 -1.746 -5.651
H 5.155 -1.040 -3.627
H 5.255 -0.065 -4.973
H 4.954 1.282 -2.968
H 3.351 0.491 -2.615
H 2.251 3.794 -3.727
H 3.381 3.136 -2.601
H 1.857 2.294 -2.811
H 4.984 3.234 -4.343
H 4.152 3.421 -5.835
H 5.252 2.194 -5.567
H 0.749 1.774 -5.821
C -0.788 -2.321 -3.204
C -1.089 -2.776 -1.795
C -2.177 -3.919 -2.042
C 0.159 -3.421 -1.218
C 1.265 -2.474 -0.817
C 0.670 -1.334 0.081
C -0.575 -0.556 -0.545
C -1.166 0.121 0.795
C -0.288 0.511 -1.669
N -1.489 -1.614 -1.028
O -2.759 -1.124 -1.338
H 0.195 -1.854 -3.277
H -0.708 -3.096 -3.967
H -1.480 -1.537 -3.513
H -1.900 -4.886 -2.462
H -2.732 -4.100 -1.122
H -2.929 -3.721 -2.806
H -0.169 -3.934 -0.314
H 0.459 -4.261 -1.844
H 2.039 -3.026 -0.283
H 1.736 -1.994 -1.675
H 1.491 -0.650 0.295
H 0.484 -1.699 1.091
H -2.192 0.468 0.673
H -0.534 0.952 1.106
H -1.283 -0.667 1.539
H -1.182 0.686 -2.268
H 0.532 0.174 -2.303
H 0.109 1.432 -1.242
H -3.330 -1.416 -0.624
C 6.347 0.197 7.119
C 5.260 0.561 6.024
C 3.945 0.008 6.535
C 5.172 2.041 5.925
C 4.578 2.582 4.579
C 5.319 1.921 3.351
C 5.288 0.325 3.329
C 3.764 -0.122 3.024
C 6.226 -0.092 2.076
N 5.706 -0.083 4.711
O 6.069 -1.361 4.819
H 6.360 0.673 8.099
H 6.318 -0.850 7.422
H 7.358 0.227 6.715
H 3.129 0.221 5.844
H 3.858 -1.072 6.654
H 3.569 0.498 7.433
H 4.839 2.551 6.828
H 6.210 2.314 5.737
H 3.503 2.403 4.576
H 4.678 3.667 4.621
H 6.313 2.360 3.267
H 4.862 2.414 2.493
H 3.740 -0.267 1.944
H 3.009 0.588 3.361
H 3.635 -1.148 3.368
H 7.307 0.033 2.128
H 5.817 0.566 1.309
H 6.104 -1.158 1.880
H 6.973 -1.224 5.112
O -2.847 -2.993 1.675
H -2.453 -2.809 0.822
H -3.300 -2.183 1.908
O -1.100 1.626 -5.341
H -1.902 1.173 -5.080
H -1.275 1.930 -6.232
O -5.463 -1.575 0.858
H -6.217 -1.724 0.287
H -5.817 -1.081 1.598
O -3.184 0.449 -4.238
H -2.939 -0.128 -3.515
H -3.978 0.890 -3.935
O -0.983 -4.335 -5.938
H -1.464 -4.865 -6.574
H -0.334 -3.864 -6.461
```

Results of the Mulliken charge analysis, in e, for atoms 1 through 5: atom 1 (C): -2.248, atom 2 (C): 1.655, atom 3 (C): -1.825, atom 4 (C): -1.300, atom 5 (C): -0.857



What should be chosen as the least stable of them? Choose Q.



P | Computed, not measured: a single Br2H2O2Si molecule, with ωB97M-V/def2-TZVPD.

frontier orbital gap = 10.8 eV
charge = 0
molar mass = 221.9 g mol⁻¹
SMILES = O[Si](O)(Br)Br
LUMO energy = 0.0747 eV
E_HOMO = -10.73 eV

```
7
Br2H2O2Si ωB97M-V/def2-TZVPD
O -0.158 -1.392 0.367
Si -0.200 0.016 -0.374
O 1.270 0.507 -0.910
Br -1.835 0.123 -1.763
Br -0.636 1.407 1.335
H -0.208 -1.424 1.498
H 1.767 0.763 -0.154
```

Results of the Mulliken charge analysis, in e, for atoms 1 through 5: atom 1 (O): -0.470, atom 2 (Si): 0.683, atom 3 (O): -0.414, atom 4 (Br): -0.171, atom 5 (Br): -0.313



Q | Computed, not measured: a molecular structure, Br2H2O2Si, with ωB97M-V/def2-TZVPD.

frontier orbital gap = 9.8 eV
charge = 0
molar mass = 221.9 g mol⁻¹
LUMO energy = -0.3612 eV
E_HOMO = -10.13 eV

```
7
Br2H2O2Si ωB97M-V/def2-TZVPD
O 0.134 -0.057 1.208
O -1.043 -0.250 -1.801
Si -1.606 0.000 -0.283
Br -2.849 -1.707 0.134
Br -2.399 2.048 0.144
H 0.449 -0.989 1.480
H -0.900 0.370 -2.449
```

Results of the Mulliken charge analysis, in e, for atoms 1 through 5: atom 1 (O): -0.686, atom 2 (O): -0.367, atom 3 (Si): 0.766, atom 4 (Br): -0.133, atom 5 (Br): -0.161



R | Computed, not measured: a single Br2H2O2Si molecule, with ωB97M-V/def2-TZVPD.

frontier orbital gap = 10.8 eV
charge = 0
molar mass = 221.9 g mol⁻¹
SMILES = O[Si](O)(Br)Br
LUMO energy = 0.1707 eV
E_HOMO = -10.60 eV

```
7
Br2H2O2Si ωB97M-V/def2-TZVPD
O 0.298 0.302 1.531
Si -0.188 -0.058 -0.048
O 0.905 -0.900 -0.837
Br -2.000 -1.340 0.275
Br -0.724 1.784 -0.962
H 0.914 1.024 1.914
H 0.795 -0.812 -1.873
```

Results of the Mulliken charge analysis, in e, for atoms 1 through 5: atom 1 (O): -0.491, atom 2 (Si): 0.612, atom 3 (O): -0.379, atom 4 (Br): -0.220, atom 5 (Br): -0.194



What should be chosen as the least stable of them? Choose Q.